Here is a cluster of 13 separate species, C103H221N11O13 in total at a distorted geometry from the OMol25 dataset. Energies are from ωB97M-V with the def2-TZVPD basis set.

LUMO level   0.44 eV
HOMO level   -8.3 eV
Orbital gap   8.770 eV

```
! wB97M-V def2-TZVPD RIJCOSX def2/J DEFGRID3
* xyz 0 1
C -1.44 -7.92 -1.78
C -1.81 -7.37 -0.40
C -3.18 -7.97 0.07
C -3.00 -9.45 0.45
C -1.95 -9.62 1.57
C -0.55 -9.10 1.11
N -0.76 -7.70 0.62
O 0.49 -7.24 0.15
C 0.42 -8.92 2.26
C 0.05 -10.03 0.03
C -1.80 -5.83 -0.46
H -1.55 -8.99 -1.97
H -0.43 -7.61 -2.05
H -2.12 -7.44 -2.47
H -3.65 -7.43 0.91
H -3.85 -7.84 -0.79
H -2.69 -9.99 -0.45
H -3.98 -9.83 0.76
H -1.84 -10.68 1.80
H -2.29 -9.07 2.44
H 1.37 -8.51 1.94
H 0.00 -8.22 2.98
H 0.62 -9.85 2.81
H 0.41 -10.93 0.57
H -0.59 -10.21 -0.83
H 0.99 -9.64 -0.40
H -1.83 -5.39 0.56
H -2.53 -5.37 -1.13
H -0.79 -5.52 -0.79
H 0.77 -6.52 0.73
C -0.53 1.91 -7.65
C -1.41 1.87 -6.35
C -2.91 1.88 -6.67
C -3.79 1.58 -5.42
C -3.36 0.22 -4.79
C -1.84 0.18 -4.41
N -1.08 0.63 -5.60
O 0.27 0.70 -5.22
C -1.63 1.07 -3.18
C -1.41 -1.24 -4.14
C -1.05 3.15 -5.56
H -0.48 0.98 -8.22
H 0.48 2.23 -7.34
H -0.83 2.73 -8.32
H -3.18 2.90 -7.03
H -3.19 1.17 -7.43
H -4.85 1.60 -5.69
H -3.71 2.37 -4.66
H -3.58 -0.61 -5.49
H -3.95 0.04 -3.87
H -2.41 0.76 -2.48
H -0.66 1.02 -2.69
H -1.82 2.12 -3.41
H -0.35 -1.36 -3.78
H -2.10 -1.66 -3.40
H -1.48 -1.79 -5.09
H -1.77 3.36 -4.76
H -1.16 3.97 -6.30
H -0.05 3.06 -5.12
H 0.72 0.05 -5.77
C -1.12 -3.09 5.67
C -1.70 -4.50 5.45
C -0.70 -5.66 5.67
C -1.37 -7.07 5.80
C -2.59 -7.06 6.73
C -3.62 -5.93 6.44
N -2.83 -4.65 6.40
O -3.79 -3.65 6.15
C -4.40 -6.34 5.15
C -4.60 -5.81 7.65
C -2.18 -4.52 3.96
H -0.24 -2.97 5.05
H -0.80 -2.93 6.71
H -1.84 -2.32 5.38
H -0.01 -5.61 4.82
H -0.07 -5.53 6.57
H -0.64 -7.82 6.08
H -1.67 -7.36 4.80
H -2.18 -7.03 7.77
H -3.16 -7.99 6.64
H -3.79 -6.89 4.44
H -5.21 -6.99 5.47
H -4.87 -5.55 4.58
H -5.53 -5.38 7.32
H -4.84 -6.80 8.07
H -4.25 -5.18 8.44
H -1.33 -4.53 3.29
H -2.79 -3.67 3.71
H -2.76 -5.43 3.71
H -3.85 -3.06 6.91
C 1.28 6.37 -5.11
C 1.05 7.30 -3.92
C -0.46 7.39 -3.60
C -1.05 6.10 -2.98
C -0.15 5.71 -1.72
C 1.29 5.56 -2.08
N 1.72 6.82 -2.71
O 3.08 6.79 -2.90
C 2.12 5.45 -0.81
C 1.51 4.25 -2.85
C 1.58 8.68 -4.25
H 0.94 6.94 -5.98
H 0.65 5.46 -5.03
H 2.32 6.04 -5.27
H -0.65 8.28 -2.98
H -1.04 7.61 -4.52
H -0.95 5.29 -3.71
H -2.09 6.15 -2.68
H -0.45 4.73 -1.30
H -0.23 6.50 -0.96
H 1.51 4.84 -0.13
H 3.13 5.04 -0.94
H 2.25 6.43 -0.37
H 0.82 4.01 -3.66
H 2.55 4.19 -3.21
H 1.45 3.42 -2.13
H 0.90 9.17 -4.95
H 2.57 8.59 -4.70
H 1.71 9.31 -3.37
H 3.31 5.98 -3.41
C 4.18 4.29 4.46
C 5.21 3.47 3.80
C 4.45 2.59 2.72
C 4.04 3.38 1.50
C 5.17 4.24 0.94
C 5.87 5.17 1.96
N 6.24 4.32 3.11
O 6.79 5.16 4.09
C 7.22 5.70 1.31
C 4.99 6.43 2.26
C 5.98 2.64 4.83
H 3.81 3.77 5.34
H 3.35 4.56 3.83
H 4.61 5.24 4.85
H 5.09 1.77 2.38
H 3.58 2.23 3.30
H 3.24 4.09 1.86
H 3.60 2.81 0.67
H 4.79 4.88 0.14
H 5.94 3.63 0.43
H 7.91 4.88 1.09
H 6.97 6.20 0.37
H 7.77 6.47 1.88
H 4.08 6.10 2.78
H 5.45 7.19 2.88
H 4.74 6.92 1.29
H 6.95 2.31 4.46
H 5.44 1.76 5.14
H 6.16 3.25 5.74
H 7.67 4.81 4.27
C 6.28 3.82 -2.71
C 5.78 2.39 -3.05
C 4.76 2.00 -1.98
C 3.99 0.74 -2.38
C 3.24 1.01 -3.71
C 4.25 1.40 -4.83
N 5.07 2.51 -4.36
O 5.94 2.94 -5.34
C 5.05 0.19 -5.30
C 3.42 1.91 -6.06
C 6.97 1.43 -3.08
H 6.94 4.15 -3.50
H 6.89 3.80 -1.78
H 5.49 4.56 -2.58
H 5.38 1.83 -1.11
H 4.05 2.80 -1.81
H 3.20 0.59 -1.59
H 4.64 -0.17 -2.37
H 2.51 1.77 -3.45
H 2.68 0.14 -4.06
H 5.84 0.36 -6.07
H 5.40 -0.34 -4.39
H 4.33 -0.47 -5.80
H 4.03 2.08 -6.98
H 2.63 1.21 -6.36
H 2.94 2.85 -5.81
H 6.54 0.43 -3.14
H 7.55 1.49 -2.14
H 7.72 1.59 -3.85
H 6.53 2.19 -5.56
C 0.40 7.83 2.89
C -0.77 6.90 3.15
C -0.58 5.56 2.36
C 0.50 4.68 3.05
C 0.14 4.39 4.52
C -0.13 5.70 5.31
N -1.01 6.57 4.56
O -1.24 7.75 5.28
C -0.81 5.42 6.63
C 1.34 6.21 5.64
C -2.02 7.63 2.59
H 0.26 8.88 3.17
H 0.63 7.81 1.83
H 1.29 7.50 3.44
H -1.50 4.92 2.33
H -0.35 5.83 1.33
H 1.46 5.23 3.04
H 0.70 3.75 2.51
H 0.94 3.90 5.11
H -0.66 3.65 4.44
H -0.44 4.43 6.99
H -0.66 6.18 7.42
H -1.89 5.31 6.43
H 1.71 5.60 6.48
H 1.99 6.00 4.82
H 1.43 7.26 5.92
H -2.00 7.78 1.52
H -2.13 8.60 3.04
H -2.95 7.11 2.85
H -0.40 8.25 5.35
C 2.69 -7.42 -4.67
C 2.23 -6.27 -5.64
C 0.66 -6.01 -5.57
C 0.29 -5.36 -4.23
C 1.03 -3.99 -4.14
C 2.56 -4.23 -4.15
N 2.94 -5.00 -5.32
O 4.32 -5.25 -5.22
C 3.24 -2.83 -4.28
C 2.99 -4.85 -2.85
C 2.67 -6.69 -7.05
H 3.71 -7.80 -4.63
H 2.04 -8.27 -5.00
H 2.43 -7.23 -3.63
H 0.27 -5.44 -6.43
H 0.26 -7.04 -5.63
H 0.59 -6.00 -3.38
H -0.78 -5.20 -4.20
H 0.71 -3.45 -3.25
H 0.71 -3.38 -5.01
H 3.01 -2.37 -5.22
H 2.72 -2.24 -3.52
H 4.31 -2.79 -3.98
H 4.02 -5.19 -3.02
H 3.01 -4.14 -2.04
H 2.38 -5.71 -2.57
H 3.68 -7.07 -7.08
H 2.63 -5.80 -7.70
H 2.07 -7.47 -7.47
H 4.73 -4.91 -6.02
C -5.32 6.09 -1.61
C -5.39 5.91 -0.16
C -6.75 5.30 0.31
C -6.92 3.87 -0.21
C -5.82 2.99 0.37
C -4.42 3.48 -0.01
N -4.31 4.96 0.33
O -3.06 5.44 -0.16
C -3.39 2.76 0.91
C -4.06 3.32 -1.47
C -5.11 7.15 0.64
H -5.93 6.99 -1.81
H -5.76 5.30 -2.16
H -4.32 6.22 -2.00
H -6.85 5.31 1.39
H -7.53 5.93 -0.14
H -6.89 3.83 -1.30
H -7.91 3.50 0.08
H -5.88 1.98 -0.08
H -6.00 2.81 1.43
H -3.54 3.04 1.95
H -3.38 1.68 0.82
H -2.37 3.05 0.63
H -4.90 3.44 -2.17
H -3.23 3.93 -1.81
H -3.72 2.29 -1.58
H -5.88 7.90 0.39
H -4.17 7.56 0.28
H -5.08 6.93 1.69
H -2.40 5.55 0.56
C -1.17 -2.01 0.78
C 0.31 -1.86 0.38
C 0.45 -0.67 -0.61
C 0.15 0.71 0.06
C 1.04 0.93 1.35
C 0.94 -0.29 2.31
N 1.17 -1.53 1.53
O 0.99 -2.59 2.46
C 2.13 -0.29 3.37
C -0.43 -0.21 3.01
C 0.72 -3.22 -0.14
H -1.72 -2.40 -0.08
H -1.62 -1.10 1.08
H -1.36 -2.77 1.50
H 1.44 -0.62 -1.11
H -0.29 -0.81 -1.40
H -0.92 0.78 0.31
H 0.34 1.53 -0.65
H 0.69 1.84 1.87
H 2.07 1.10 1.09
H 3.13 -0.41 3.01
H 2.13 0.65 3.94
H 1.90 -1.06 4.12
H -1.26 0.14 2.41
H -0.74 -1.12 3.51
H -0.33 0.53 3.79
H 1.77 -3.53 -0.18
H 0.27 -3.44 -1.11
H 0.17 -3.95 0.49
H 1.93 -2.81 2.61
C -7.05 -2.69 2.06
C -5.49 -2.54 1.93
C -4.95 -3.98 1.60
C -5.33 -4.39 0.11
C -4.83 -3.35 -0.88
C -5.38 -1.95 -0.54
N -5.05 -1.66 0.90
O -5.65 -0.42 1.22
C -4.67 -0.84 -1.35
C -6.88 -1.85 -0.84
C -5.02 -1.98 3.28
H -7.46 -3.15 1.19
H -7.56 -1.77 2.30
H -7.18 -3.38 2.91
H -3.86 -4.04 1.76
H -5.43 -4.68 2.31
H -6.42 -4.44 0.08
H -4.86 -5.34 -0.10
H -5.16 -3.58 -1.89
H -3.72 -3.29 -0.84
H -4.81 -0.91 -2.43
H -5.20 0.12 -1.10
H -3.60 -0.74 -1.12
H -7.49 -2.69 -0.51
H -7.36 -0.96 -0.44
H -7.03 -1.80 -1.93
H -5.53 -1.05 3.53
H -3.94 -1.78 3.22
H -5.19 -2.68 4.09
H -5.03 0.10 1.72
C 3.13 -5.29 5.56
C 2.78 -3.79 5.61
O 3.98 -2.98 5.45
H 2.27 -5.93 5.74
H 3.88 -5.49 6.31
H 3.62 -5.52 4.63
H 2.29 -3.55 6.56
H 2.11 -3.53 4.82
H 4.66 -3.38 6.01
C 4.45 -1.96 0.51
C 4.78 -2.18 1.99
O 3.73 -2.95 2.66
H 3.53 -1.44 0.30
H 4.51 -2.89 -0.13
H 5.27 -1.34 0.16
H 4.94 -1.19 2.43
H 5.72 -2.69 2.08
H 3.85 -2.70 3.60
*
```